Entry 1:
Entry from OMol25: a 3-piece molecular cluster, C2H6N2O2 overall in a non-equilibrium geometry (wB97M-V/def2-TZVPD).

Calculated total energy   -9236.90761 eV
HOMO level   0.0607 Ha
Relative energy (zero: lowest compared OMol25 entry of this formula, charge and spin)   56.3 kcal per mole

```
! RIJCOSX wB97M-V def2-TZVPD def2/J DEFGRID3
* xyz -2 1
C -1.69423 1.33248 -0.20354
C -2.61665 -0.65204 -0.42046
N -0.54941 1.91672 -0.06315
N -3.86536 -0.64832 0.08220
O -4.73398 0.33332 -0.68903
O -4.13922 -0.68484 1.32943
H -5.42437 0.63402 -0.06095
H -2.60129 1.87718 -0.20776
H -2.42840 -0.67054 -1.59163
H -1.95529 -1.46181 -0.00685
H 0.30854 1.44721 0.16770
H 10.65931 -0.87658 3.93988
*
```



Entry 2:
Entry from OMol25: C27H31AuINP2Si as an isolated structure (wB97M-V/def2-TZVPD).

Calculated total energy   -68241.67709 eV
HOMO level   -0.2763 Ha
Relative energy (zero: lowest compared OMol25 entry of this formula, charge and spin)   0.0 kcal per mole

```
! RIJCOSX wB97M-V def2-TZVPD def2/J DEFGRID3
* xyz 0 1
Au 1.11940 0.88683 0.02177
C 0.84823 4.17658 0.87738
P 0.31604 2.53767 1.45798
C 0.99662 2.54636 3.14579
C -1.50152 2.64013 1.67892
C -2.07323 2.94047 2.91277
C -3.44988 2.93911 3.08148
C -4.27620 2.63054 2.01347
C -3.71397 2.33077 0.78124
C -2.33477 2.33003 0.59529
P -1.57359 1.91116 -1.03510
C -2.56042 2.95201 -2.18545
C -2.36420 0.28469 -1.34700
H 0.47445 4.96549 1.53258
H 0.46348 4.32766 -0.13089
H 1.93643 4.21149 0.83632
H 0.72836 3.43199 3.72115
H 2.08293 2.50066 3.06472
H 0.65638 1.64637 3.65818
H -1.44918 3.17154 3.76474
H -3.87426 3.17606 4.04859
H -5.35104 2.61856 2.14033
H -4.36402 2.08377 -0.04992
H -3.63561 2.78218 -2.10301
H -2.24335 2.71926 -3.20261
H -2.35088 4.00566 -1.99884
H -3.44991 0.32737 -1.24120
H -1.95865 -0.44471 -0.64346
H -2.11276 -0.04008 -2.35623
C 4.03943 -4.40471 0.19611
C 4.92694 -3.44435 -0.26322
C 4.45096 -2.24434 -0.78005
C 3.08520 -1.96909 -0.83890
C 2.21009 -2.95032 -0.35978
C 2.67342 -4.15683 0.14139
Si 2.39556 -0.33674 -1.51809
C 1.51726 -0.80244 -3.12938
C 0.24464 -1.37741 -3.10648
C -0.40136 -1.76797 -4.27082
C 0.21576 -1.57779 -5.49986
C 1.47904 -1.00771 -5.55005
C 2.12058 -0.63065 -4.37654
H 4.40728 -5.34230 0.59405
H 5.99333 -3.63161 -0.22633
H 5.15872 -1.50935 -1.14723
H 1.13889 -2.76901 -0.38563
H 1.97240 -4.90217 0.49716
H 3.61261 0.39837 -1.98681
H -0.24834 -1.52778 -2.15206
H -1.38513 -2.22045 -4.22218
H -0.28479 -1.87532 -6.41288
H 1.96790 -0.85949 -6.50520
H 3.11059 -0.19220 -4.43277
I 1.56879 -3.96901 3.80814
C 0.08325 -2.64274 3.21566
C -1.22679 -2.82058 3.62628
C -2.17368 -1.89259 3.22169
C -1.76663 -0.82847 2.43370
N -0.50622 -0.66053 2.03522
C 0.40349 -1.55514 2.41209
H -1.50125 -3.65959 4.25118
H -3.20839 -1.99083 3.52098
H -2.47667 -0.07383 2.10876
H 1.41827 -1.39467 2.06286
*
```



Entry 3:
Entry from OMol25: a 2-piece molecular cluster, C4H9OS overall (wB97M-V/def2-TZVPD).

Calculated total energy   -17177.18048 eV
HOMO level   -0.1022 Ha
Relative energy (zero: lowest compared OMol25 entry of this formula, charge and spin)   4.6 kcal per mole

```
! RIJCOSX wB97M-V def2-TZVPD def2/J DEFGRID3
* xyz -1 1
C -2.14055 0.38849 -0.52006
C -1.30808 -0.42506 0.12540
O -0.26397 -0.00889 0.86226
C -1.41881 -1.91871 0.05314
H -2.92656 -0.03472 -1.12351
H -2.02758 1.46489 -0.49257
H 0.28746 0.65342 0.28303
H -2.30741 -2.22070 -0.50014
H -0.52340 -2.31687 -0.41641
H -1.47789 -2.32199 1.06879
C 2.91942 1.35049 0.21477
S 1.55583 1.43653 -1.00133
H 3.57018 0.50087 -0.00453
H 3.53616 2.24954 0.22866
H 2.52520 1.20272 1.22250
*
```



Entry 4:
Entry from OMol25: one molecule with the formula C3H5NOS in a non-equilibrium geometry (wB97M-V/def2-TZVPD).

SMILES   SN1C=CCO1
Calculated total energy   -17561.32782 eV
HOMO level   -0.3088 Ha
Relative energy (zero: lowest compared OMol25 entry of this formula, charge and spin)   90.8 kcal per mole

```
! RIJCOSX wB97M-V def2-TZVPD def2/J DEFGRID3
* xyz 0 1
S 0.43095 2.13144 -1.80656
N -0.39359 0.98149 -0.95801
C -0.06183 -0.35590 -1.04103
C 0.15902 -0.97424 0.11018
C 0.08342 -0.00049 1.25747
O -0.25970 1.22788 0.72299
H -0.61626 2.96314 -1.93061
H -0.05096 -0.78239 -2.02887
H 0.32458 -2.02334 0.25784
H -0.69196 -0.32133 1.96864
H 1.05057 0.06060 1.78575
*
```



Entry 5:
Entry from OMol25: a 3-piece molecular cluster, C22H38FNO10PS overall in a non-equilibrium geometry (wB97M-V/def2-TZVPD).

Calculated total energy   -68228.24780 eV
HOMO level   -0.4398 Ha

```
! RIJCOSX wB97M-V def2-TZVPD def2/J DEFGRID3
* xyz 1 1
C 0.75622 1.50641 3.04857
C 0.22991 0.30484 3.94727
S 1.21898 -1.24084 3.78129
C 0.12824 -2.59814 3.10229
C 0.40382 -2.64915 1.55786
C 1.78386 -3.01365 1.18776
C 2.16851 -3.08962 -0.21454
C 3.61162 -3.51727 -0.65571
O 4.53014 -3.51124 0.09804
O 3.69221 -3.94757 -1.99450
C 4.41479 -2.94481 -2.75998
O 4.33338 -1.67591 -2.13414
C 3.89474 -0.64391 -3.04967
C 1.14634 -2.75286 -1.21888
C -0.20650 -2.39991 -0.77266
P -1.42701 -1.98772 -2.16739
C -0.44571 -1.50983 -3.69691
O -2.19392 -0.56396 -1.69491
N -0.56178 -2.37287 0.58521
C -1.95025 -2.05676 0.99593
C -2.19596 -0.54261 1.37959
F -3.42787 -0.14706 0.79631
H 1.44538 2.14127 3.66242
H -0.13649 2.15907 2.81540
H 1.24516 1.17196 2.10120
H 0.11892 0.59721 5.02945
H -0.80450 0.07361 3.58702
H 0.53293 -3.54202 3.54870
H -0.93005 -2.38058 3.37525
H 2.55616 -3.26143 1.95277
H 5.47168 -3.30347 -2.86677
H 3.93095 -2.89691 -3.77101
H 4.64882 -0.57884 -3.87589
H 3.91098 0.31905 -2.46804
H 2.86039 -0.89659 -3.40398
H 1.41832 -2.79260 -2.30084
H 0.33492 -0.72026 -3.48070
H 0.03100 -2.43471 -4.10996
H -1.12445 -1.07270 -4.47579
H -1.56085 0.07516 -1.31169
H -2.70891 -2.30704 0.19924
H -2.24020 -2.70628 1.86880
H -2.39328 -0.51757 2.48916
H -1.38589 0.16025 1.06338
C -7.01926 0.51551 -7.28541
C -5.64478 0.09610 -7.76705
O -4.81917 -0.33791 -6.67542
C -5.08381 -1.55989 -6.20267
O -5.92810 -2.31280 -6.61020
O -4.25440 -1.79416 -5.17293
C -4.49577 -3.03383 -4.50732
H -6.93612 1.26772 -6.49770
H -7.60616 0.92652 -8.10813
H -7.56653 -0.32842 -6.86357
H -5.14015 0.95350 -8.21382
H -5.70441 -0.67924 -8.53368
H -4.48888 -3.86944 -5.20756
H -5.44516 -2.99055 -3.97193
H -3.69516 -3.18346 -3.78290
C 5.52706 5.34722 6.89723
C 4.81681 6.13926 5.81758
O 3.65771 5.44266 5.33642
C 2.58902 5.47863 6.13922
O 2.51592 6.03884 7.20081
O 1.61456 4.75663 5.56417
C 0.44218 4.62873 6.36849
H 5.75994 4.34029 6.54320
H 6.45329 5.84297 7.19158
H 4.90202 5.23651 7.78424
H 5.48115 6.26129 4.96131
H 4.54663 7.13961 6.16200
H 0.06879 5.60260 6.68464
H 0.65321 3.99934 7.23437
H -0.32516 4.14369 5.76606
*
```



Entry 6:
Entry from OMol25: C32H27N2Pt as an isolated structure (wB97M-V/def2-TZVPD).

Calculated total energy   -39837.63088 eV
HOMO level (alpha / beta)   -0.3676 / -0.4262 Ha
Relative energy (zero: lowest compared OMol25 entry of this formula, charge and spin)   5.9 kcal per mole

```
! RIJCOSX wB97M-V def2-TZVPD def2/J DEFGRID3
* xyz 1 5
Pt -0.32610 1.06054 -0.57880
C -0.91760 2.80974 -2.30448
C -1.84631 1.76916 -2.36300
C -2.46207 1.64411 -1.06834
C -1.92296 2.66314 -0.22914
C -0.95705 3.36787 -0.97967
H -0.30060 3.16191 -3.11607
H -2.08658 1.17594 -3.23235
H -3.28052 0.98805 -0.81781
H -2.23101 2.88399 0.78057
H -0.37804 4.20814 -0.63052
C 1.27676 -2.42685 -4.18405
C -0.08226 -2.70461 -3.87832
C -0.75608 -2.42889 -2.72319
N 0.59713 -0.47609 -2.12174
C 1.96859 -0.69473 -2.54490
C 2.22504 -1.61228 -3.50102
H 1.65627 -2.92262 -5.06803
H -0.61679 -3.27848 -4.62805
H -2.79810 -1.99314 -2.28094
H 2.72637 -0.06233 -2.10547
H 3.25412 -1.69225 -3.83076
C 1.22953 -1.45329 0.42986
C 0.19534 -2.15697 -0.42260
C -0.04112 -1.70165 -1.66870
C -2.16904 -2.86693 -2.50218
C -2.35104 -3.86517 -1.38712
C -1.52252 -4.07013 -0.30382
C -0.40530 -3.35100 0.11538
C -3.53762 -4.65537 -1.47744
N -4.51456 -5.25926 -1.56567
H 2.16446 -1.37156 -0.12672
H 1.45618 -2.08041 1.29580
H 0.09080 -0.17829 -2.95339
H -2.56910 -3.29775 -3.42134
H -1.81201 -4.88575 0.34821
H 0.04617 -3.71274 1.03154
C -1.96554 2.91826 4.36174
C -2.70166 1.83867 3.89725
C -2.14193 0.97363 2.96997
C -0.84448 1.16768 2.49396
C -0.10998 2.25400 2.97076
C -0.67164 3.11797 3.89818
C -0.37524 0.18937 1.48162
C 0.89124 -0.06263 0.96727
C 2.11121 0.69786 1.37563
C 2.62719 1.77467 0.66994
C 3.77553 2.41944 1.11177
C 4.42115 1.98716 2.26184
C 3.91688 0.90151 2.96579
C 2.77325 0.25725 2.52101
H -2.39537 3.59875 5.08443
H -3.70711 1.66658 4.25728
H -2.71831 0.12761 2.61172
H 0.89436 2.44168 2.62197
H -0.09009 3.95467 4.26226
H -1.08563 -0.62533 1.34290
H 2.12839 2.13582 -0.22477
H 4.16409 3.26142 0.55459
H 5.31395 2.49085 2.60662
H 4.41124 0.55709 3.86427
H 2.37609 -0.57801 3.08625
*
```



Entry 7:
Entry from OMol25: an isolated ion of composition C6H4N4O4 and charge -2 in a non-equilibrium geometry (wB97M-V/def2-TZVPD).

SMILES   O=c1[nH]c([O-])c(-n2c([O-])c[nH]c2=O)[nH]1
Calculated total energy   -20437.64104 eV
HOMO level   0.0488 Ha
Relative energy (zero: lowest compared OMol25 entry of this formula, charge and spin)   0.0 kcal per mole

```
! RIJCOSX wB97M-V def2-TZVPD def2/J DEFGRID3
* xyz -2 1
O 4.14238 -1.21562 -0.77396
C 3.21273 -0.50984 -0.32671
N 3.34965 0.68438 0.32796
C 2.12706 1.25495 0.76058
O 2.07287 2.30161 1.43340
C 1.13670 0.25840 0.25064
N -0.25700 0.23943 0.19658
C -1.07195 -0.84456 0.70791
O -0.58684 -1.88324 1.21712
C -2.36084 -0.47034 0.43539
N -2.34117 0.82816 -0.14207
C -1.04084 1.18475 -0.39789
O -0.72220 2.18896 -1.04479
N 1.88680 -0.73141 -0.41456
H 4.24223 1.12596 0.47706
H -3.29605 -0.92923 0.69816
H -3.09156 1.19206 -0.70641
H 1.47836 -1.62320 -0.63890
*
```



Entry 8:
Entry from OMol25: C23H34N6O5S5SiW as an isolated structure in a non-equilibrium geometry (wB97M-V/def2-TZVPD).

Calculated total energy   -107455.60912 eV
HOMO level (alpha / beta)   -0.2564 / -0.2742 Ha
Relative energy (zero: lowest compared OMol25 entry of this formula, charge and spin)   0.0 kcal per mole

```
! RIJCOSX wB97M-V def2-TZVPD def2/J DEFGRID3
* xyz 0 3
W 1.13927 -0.26378 -0.60189
C -4.45861 -0.79571 4.34022
N -4.15627 -0.21859 3.05416
C -4.67493 1.11633 2.82791
C -3.35008 -0.75579 2.08893
O -3.21498 -0.22010 0.98839
C -2.56211 -1.98454 2.52276
O -1.44928 -2.28529 1.66303
C -1.74995 -2.93933 0.48292
C -0.68717 -2.74472 -0.59194
O -0.86632 -1.51195 -1.02150
N -0.85309 -3.72674 -1.56722
C -1.28114 -3.32116 -2.86329
C -0.64255 -5.14555 -1.41347
H -5.46810 -1.29803 4.30357
H -3.74409 -1.55383 4.65163
H -4.37430 0.03202 5.08153
H -5.75517 1.08852 2.62100
H -4.48152 1.82623 3.65445
H -4.21983 1.44493 1.87382
H -2.16031 -1.82986 3.50631
H -3.26829 -2.82571 2.60948
H -1.87776 -4.01436 0.66061
H -2.67149 -2.43831 0.08370
H -1.94114 -4.08353 -3.32722
H -1.83390 -2.36537 -2.83671
H -0.44337 -3.11802 -3.54789
H 0.04790 -5.39585 -0.57827
H -1.59390 -5.67185 -1.24959
H -0.19243 -5.56039 -2.30010
S 2.55849 0.21205 -2.06369
S 3.62043 -1.86101 -2.58383
S 2.28645 -3.25397 -2.00359
S 1.19292 -2.79596 -0.06765
N 7.59339 1.99067 0.35554
C 6.51116 1.25370 0.67273
C 6.21960 -0.02484 0.12716
C 5.25720 -0.81042 0.71388
C 4.49190 -0.31037 1.81040
C 4.62220 0.98944 2.19020
C 5.66574 1.76251 1.64830
S 3.10896 -1.17420 2.35854
O 2.64723 -1.07099 3.71851
O 3.24606 -2.52659 1.83445
N 1.98320 -0.31694 1.31997
C 1.21866 0.74363 1.79657
N 0.26195 0.93654 0.82962
C -0.46176 2.07953 0.84594
C -0.12203 3.14819 1.68632
C 0.84717 2.83997 2.63373
N 1.49248 1.62613 2.73417
H 8.32971 1.62409 -0.21909
H 7.88351 2.77136 0.91681
H 6.78638 -0.35081 -0.75522
H 5.05005 -1.79149 0.26979
H 3.97929 1.43684 2.95315
H 5.80449 2.78919 1.99699
H -1.22834 2.12532 0.10080
H -0.57721 4.12863 1.62056
H 1.11138 3.54260 3.42230
C -0.49990 3.78510 -4.27896
Si -1.84887 2.62762 -3.60385
C -2.57017 1.45436 -4.91467
C -3.27515 3.56082 -2.77637
C -0.89406 1.58778 -2.27484
C -0.11793 0.83341 -1.66481
H -0.64448 4.09011 -5.33297
H 0.48598 3.27539 -4.27107
H -0.36151 4.72653 -3.72077
H -2.86283 1.95047 -5.84740
H -3.44826 1.02328 -4.43760
H -1.86234 0.64455 -5.17612
H -3.98051 4.07242 -3.45597
H -2.91725 4.36477 -2.08130
H -3.79852 2.85095 -2.14195
*
```